[1]
{"formula": "C4H4OS", "method": "the ωB97M-V functional and the def2-TZVPD basis", "species": ["C", "C", "C", "O", "C", "S", "H", "H", "H", "H"], "coordinates": [[1.968, -1.249, -0.485], [1.317, -0.478, 0.328], [0.261, 0.475, 0.716], [-0.535, 0.963, -0.354], [-1.748, 0.375, -0.576], [-2.437, -0.998, 0.141], [2.891, -1.501, -1.059], [-0.225, 0.014, 1.661], [0.788, 1.414, 0.913], [-2.281, 0.985, -1.284]], "e_lumo_ha": 0.001, "energy_ha": -628.102711, "de_lowest_kj_mol": 347.3, "homo_energy_ev": -9.2, "gap_ev": 9.2, "molar_mass_g_mol": 100.14}

[2]
{"formula": "C29H60BrCl22O3P2", "method": "the ωB97M-V functional and the def2-TZVPD basis", "species": ["C", "C", "P", "C", "C", "C", "O", "P", "C", "C", "O", "Br", "O", "H", "H", "H", "H", "H", "H", "H", "H", "H", "H", "H", "H", "H", "H", "H", "H", "Cl", "C", "C", "Cl", "H", "H", "H", "H", "Cl", "C", "C", "Cl", "H", "H", "H", "H", "Cl", "C", "C", "Cl", "H", "H", "H", "H", "Cl", "C", "C", "Cl", "H", "H", "H", "H", "Cl", "C", "C", "Cl", "H", "H", "H", "H", "Cl", "C", "C", "Cl", "H", "H", "H", "H", "Cl", "C", "C", "Cl", "H", "H", "H", "H", "Cl", "C", "C", "Cl", "H", "H", "H", "H", "Cl", "C", "C", "Cl", "H", "H", "H", "H", "Cl", "C", "C", "Cl", "H", "H", "H", "H", "Cl", "C", "C", "Cl", "H", "H", "H", "H"], "coordinates": [[2.334, -0.095, 1.594], [1.972, -0.090, 3.079], [0.270, -0.735, 3.497], [-0.454, 0.699, 4.374], [-0.606, -0.590, 1.896], [-0.306, -1.567, 0.789], [-0.882, -0.950, -0.319], [-2.507, -0.426, 0.231], [-4.314, 0.026, 0.872], [-4.994, 0.972, 0.006], [-5.387, 0.838, -1.111], [-5.309, 2.799, 0.837], [-2.016, -0.559, 1.941], [3.137, 0.591, 1.333], [2.662, -1.090, 1.298], [1.498, 0.183, 0.958], [2.070, 0.914, 3.501], [2.671, -0.723, 3.623], [0.283, 1.113, 5.058], [-1.368, 0.411, 4.883], [-0.706, 1.473, 3.643], [-0.324, 0.389, 1.466], [0.733, -1.881, 0.679], [-0.846, -2.497, 1.035], [-2.891, -1.813, 0.169], [-2.900, -0.272, -1.126], [-2.134, 0.971, 0.251], [-4.255, 0.400, 1.888], [-4.909, -0.886, 0.880], [3.685, 2.108, -0.615], [3.993, 1.923, -2.358], [3.782, 0.499, -2.804], [5.029, -0.598, -2.140], [5.005, 2.262, -2.564], [3.291, 2.571, -2.880], [3.851, 0.435, -3.888], [2.812, 0.122, -2.493], [-2.467, 1.490, -3.130], [-1.549, 0.738, -4.449], [-0.339, 0.027, -3.906], [0.861, 1.205, -3.279], [-1.256, 1.508, -5.155], [-2.208, 0.035, -4.951], [0.156, -0.532, -4.700], [-0.592, -0.656, -3.096], [1.024, -2.452, -6.689], [2.272, -3.494, -5.949], [2.193, -3.495, -4.445], [2.635, -1.922, -3.742], [3.239, -3.144, -6.299], [2.109, -4.500, -6.324], [2.892, -4.230, -4.046], [1.189, -3.730, -4.100], [-1.023, -4.976, -3.281], [0.141, -5.968, -2.366], [0.000, -5.763, -0.880], [0.504, -4.128, -0.395], [1.142, -5.704, -2.698], [-0.052, -7.008, -2.623], [0.640, -6.471, -0.354], [-1.027, -5.909, -0.557], [4.136, -5.926, -7.747], [5.763, -5.402, -8.258], [6.148, -4.070, -7.670], [5.174, -2.736, -8.338], [5.774, -5.371, -9.344], [6.462, -6.166, -7.921], [7.188, -3.856, -7.908], [6.027, -4.063, -6.589], [9.674, -4.028, -0.813], [8.119, -3.166, -0.981], [8.087, -1.881, -0.197], [8.091, -2.163, 1.563], [7.329, -3.841, -0.662], [7.989, -2.947, -2.039], [7.174, -1.339, -0.434], [8.939, -1.250, -0.434], [0.842, 3.748, 7.025], [2.439, 3.154, 7.550], [2.876, 1.958, 6.746], [1.869, 0.529, 7.074], [2.377, 2.923, 8.609], [3.146, 3.970, 7.410], [3.901, 1.697, 7.002], [2.823, 2.162, 5.679], [-8.025, 3.424, 4.815], [-8.934, 4.306, 3.558], [-8.056, 4.704, 2.401], [-6.870, 5.953, 2.860], [-9.393, 5.171, 4.029], [-9.718, 3.639, 3.205], [-8.670, 5.125, 1.607], [-7.507, 3.854, 2.004], [-1.146, 6.632, 10.342], [-1.882, 7.049, 8.771], [-0.851, 7.252, 7.694], [0.136, 8.714, 7.972], [-2.486, 7.941, 8.915], [-2.534, 6.223, 8.494], [-1.347, 7.381, 6.734], [-0.177, 6.403, 7.625], [-1.149, 0.344, -7.685], [0.510, 0.957, -7.897], [0.556, 2.198, -8.749], [0.138, 1.867, -10.453], [1.108, 0.156, -8.323], [0.891, 1.186, -6.902], [1.565, 2.604, -8.743], [-0.131, 2.955, -8.381], [-10.525, -2.007, 5.986], [-9.091, -1.065, 6.481], [-8.549, -0.213, 5.365], [-7.833, -1.186, 4.059], [-8.343, -1.767, 6.840], [-9.402, -0.428, 7.307], [-7.762, 0.432, 5.751], [-9.323, 0.412, 4.930]], "e_lumo_ha": 0.050, "total_charge": -1, "energy_ha": -14747.676239, "homo_energy_ev": -4.9, "gap_ev": 6.3, "molar_mass_g_mol": 1378.61}